Record 1
Entry from OMol25: C20H31Cl39FNO2Si2 as an isolated structure at a distorted geometry (ωB97M-V/def2-TZVPD).

```
96
Properties=species:S:1:pos:R:3:forces:R:3
C 0.43240 -3.57605 -1.38428 -0.039 -0.062 0.646
C 1.37541 -3.48155 -0.15784 0.278 0.022 -1.360
C 2.79734 -3.06798 -0.60428 0.133 -0.290 0.906
Si 3.78569 -2.18742 0.73246 -0.406 0.497 -2.321
F 3.45676 -2.89870 2.12141 0.255 0.055 0.291
C 3.32846 -0.35568 0.70250 -0.386 -0.186 0.369
C 2.64011 0.19635 1.94525 -0.941 -0.489 -1.330
O 3.28285 0.85456 2.67985 1.715 1.267 2.140
N 1.26714 -0.01405 2.25208 -0.214 -0.599 -1.074
C 0.37131 -0.05688 1.08953 -0.081 0.183 0.549
C 1.05651 -1.13083 3.17510 -0.247 0.255 0.150
O 5.38358 -2.28654 0.27920 -0.321 -0.829 1.629
Si 6.40487 -3.32189 1.13746 0.751 0.574 -0.475
H 0.88341 -3.13806 -2.26737 -0.023 0.190 -0.123
H -0.49408 -3.05782 -1.15586 -0.196 0.047 -0.238
H 0.17606 -4.60281 -1.63393 0.003 -0.123 0.000
H 1.40648 -4.45732 0.31103 0.029 0.030 0.507
H 0.98326 -2.73487 0.52307 -0.139 -0.116 0.316
H 3.37855 -3.93275 -0.93191 -0.061 -0.136 -0.075
H 2.71077 -2.42713 -1.47830 0.185 0.287 -0.051
H 2.76216 -0.14975 -0.20091 -0.200 -0.242 -0.141
H 4.25517 0.19599 0.59128 0.198 0.084 0.154
H 0.09718 0.95740 0.80879 0.150 0.112 -0.200
H -0.54989 -0.52031 1.42307 -0.159 -0.211 -0.149
H 0.75734 -0.58741 0.21812 -0.022 -0.121 -0.008
H 1.24864 -2.10649 2.72287 0.215 -0.072 0.108
H 0.02077 -1.13924 3.50332 -0.181 0.176 -0.027
H 1.65553 -0.96233 4.06167 0.288 -0.205 0.073
H 6.61279 -4.58395 0.42162 -0.345 -0.045 -0.046
H 7.72827 -2.66749 1.23056 -0.062 0.052 -0.061
H 5.97030 -3.59006 2.51423 -0.261 0.034 0.032
C -3.32465 0.62920 2.93477 0.134 0.059 0.042
Cl -2.93451 1.17182 1.30254 -0.194 -0.003 -0.061
Cl -3.30396 -1.13569 3.04527 -0.035 -0.019 -0.068
Cl -2.19345 1.33053 4.08695 -0.051 -0.012 0.017
H -4.32361 0.97000 3.17552 0.008 -0.004 -0.016
C -0.30044 4.47436 5.91873 -0.075 -0.182 0.005
Cl 0.48292 3.23364 4.94689 0.010 0.016 -0.041
Cl -1.52301 5.32513 4.96341 -0.016 0.038 -0.038
Cl -1.02295 3.77090 7.36777 0.013 0.036 -0.006
H 0.44809 5.19072 6.22696 -0.013 0.022 -0.004
C 3.48310 5.81382 5.16070 0.047 0.016 0.075
Cl 3.12659 4.80599 6.56809 0.096 0.084 -0.082
Cl 2.05351 6.72258 4.65606 0.007 -0.016 -0.025
Cl 4.82034 6.90971 5.50484 -0.060 -0.004 -0.101
H 3.77572 5.16377 4.34594 -0.038 -0.010 0.010
C -3.05500 8.64955 6.16856 -0.048 0.074 0.045
Cl -1.94349 9.40013 7.31512 0.005 -0.035 -0.027
Cl -4.50537 8.06930 6.98903 0.032 -0.017 -0.025
Cl -3.47475 9.77416 4.87381 0.016 -0.033 0.001
H -2.55603 7.79836 5.72649 0.016 -0.021 0.009
C -2.91263 -3.57199 -4.03917 0.119 0.014 0.124
Cl -3.19536 -2.91024 -2.43174 0.343 0.375 -0.160
Cl -1.23644 -3.31992 -4.52321 -0.030 0.113 0.048
Cl -3.32108 -5.29698 -4.10249 0.175 0.067 -0.196
H -3.55100 -3.04874 -4.73922 -0.004 -0.040 -0.005
C -5.55965 4.59163 0.25238 0.142 -0.103 0.052
Cl -4.53625 3.96999 -1.04645 -0.049 0.024 0.000
Cl -6.39564 3.27698 1.08157 0.019 0.091 -0.117
Cl -4.60512 5.53738 1.39620 -0.034 0.010 -0.015
H -6.30531 5.24142 -0.18646 0.004 -0.011 0.007
C 6.02406 5.26573 9.77751 -0.014 0.108 0.000
Cl 6.72616 5.98187 11.23019 0.006 -0.044 -0.010
Cl 4.26614 5.41625 9.79588 0.046 -0.017 0.095
Cl 6.69882 6.00711 8.32591 0.026 -0.078 0.076
H 6.27325 4.21286 9.76526 -0.005 0.012 0.003
C 0.15340 -5.13118 -8.17821 -0.114 0.082 0.013
Cl -1.31088 -5.34718 -7.22441 0.043 -0.154 -0.151
Cl -0.12960 -5.54888 -9.87035 0.027 -0.033 -0.039
Cl 0.74675 -3.47214 -8.04442 0.038 -0.011 -0.008
H 0.91370 -5.79511 -7.78811 -0.001 0.011 -0.014
C -6.43545 -4.31238 -0.59974 0.110 -0.114 0.018
Cl -5.40624 -4.95302 -1.87813 -0.672 -0.365 0.241
Cl -7.27264 -5.61209 0.25345 -0.012 0.057 -0.011
Cl -5.47120 -3.34367 0.51994 -0.041 0.072 0.038
H -7.18005 -3.66879 -1.04968 0.005 -0.003 0.020
C -9.59537 3.80952 3.79911 0.050 0.053 -0.128
Cl -8.24540 2.67338 3.80309 -0.090 -0.079 0.177
Cl -9.01130 5.46791 3.65032 -0.010 -0.023 0.027
Cl -10.72808 3.42737 2.50101 0.000 -0.005 0.040
H -10.11754 3.71737 4.74225 0.010 -0.002 -0.010
C 8.14000 -6.51527 -2.01975 -0.016 0.106 0.014
Cl 8.82187 -5.83409 -0.54119 0.161 -0.148 -0.116
Cl 6.37643 -6.56549 -1.93556 0.023 -0.039 -0.007
Cl 8.66954 -5.59900 -3.43114 0.004 -0.037 0.014
H 8.50081 -7.53023 -2.12109 -0.010 0.009 0.004
C 1.25360 -2.79160 -12.18937 0.070 0.076 -0.040
Cl -0.43758 -2.35941 -12.45625 -0.045 -0.044 0.033
Cl 1.88541 -3.70902 -13.55711 -0.023 -0.017 0.047
Cl 2.22768 -1.34941 -11.90027 -0.023 -0.033 0.033
H 1.30419 -3.41807 -11.30748 -0.030 0.014 -0.005
C -2.93260 0.97672 -11.93346 -0.031 0.065 0.029
Cl -1.90403 1.71278 -10.70428 0.012 -0.036 -0.019
Cl -4.39724 0.31042 -11.20737 0.032 -0.026 -0.018
Cl -3.33640 2.14423 -13.19329 0.021 -0.038 0.000
H -2.38210 0.16419 -12.38986 0.003 0.014 0.007
```
Forces are in eV/Å.

Calculated values
Net charge   0
HOMO energy   -9.0 eV
Maximum force   3.0 eV/Å
Orbital gap   9.193 eV

=====

Record 2
Entry from OMol25: a 8-piece molecular cluster, C20H31Cl4F3O18 overall at a distorted geometry (ωB97M-V/def2-TZVPD).

```
76
Properties=species:S:1:pos:R:3:forces:R:3
C -1.71402 2.45322 1.27112 -0.442 0.684 -0.005
O -1.45682 1.17902 1.83685 -0.015 -0.533 0.479
C -1.33759 0.11659 1.03033 0.276 0.928 -0.296
O -1.54229 0.13566 -0.15156 -0.208 -0.339 -0.441
O -0.91708 -0.90490 1.75183 -0.086 -0.128 0.782
C -0.58016 -2.13180 1.10802 -0.031 -0.311 -0.395
H -0.97530 3.14555 1.66910 0.181 -0.123 -0.177
H -2.68410 2.83491 1.59885 -0.014 -0.332 0.060
H -1.70554 2.44479 0.18850 0.225 -0.168 -0.131
H -0.98649 -2.96284 1.68228 -0.075 0.192 0.213
H 0.50275 -2.22739 1.07872 0.019 0.052 -0.084
H -0.99343 -2.18476 0.10305 0.080 0.147 -0.028
C 3.04564 4.60262 -0.67109 -0.297 0.130 -0.339
O 3.01921 4.19450 0.69353 0.420 -0.057 0.154
C 2.13810 3.26233 1.01633 -0.371 0.380 0.690
O 1.21252 2.90089 0.33950 -0.235 -0.401 -0.512
O 2.37851 2.87633 2.26621 0.425 -0.028 0.034
C 1.64146 1.77016 2.79053 -0.033 -0.399 -0.220
H 3.90686 5.25202 -0.77044 0.052 0.012 0.019
H 2.14157 5.14513 -0.95530 0.049 0.009 0.165
H 3.13765 3.74461 -1.32925 0.098 -0.145 -0.031
H 2.13092 1.50649 3.72280 -0.086 0.191 0.092
H 1.70412 0.89748 2.13657 0.022 0.167 -0.154
H 0.58998 2.00182 2.93940 0.060 0.144 0.071
C 1.71732 -0.77411 -1.19811 0.573 -0.385 0.464
O 1.97194 0.00216 -2.35818 -0.263 0.172 -0.290
C 3.24692 0.07849 -2.75322 -0.545 0.446 -0.527
O 4.17851 -0.44871 -2.24587 0.656 -0.318 0.581
O 3.37470 0.86676 -3.83146 0.000 -0.061 -0.198
C 2.21004 1.18853 -4.59896 -0.113 0.052 0.220
H 2.31168 -1.68657 -1.20132 -0.131 -0.056 -0.189
H 0.65677 -0.98119 -1.17799 -0.128 0.099 -0.049
H 2.03451 -0.22892 -0.30712 -0.187 0.177 0.016
H 1.48241 1.73152 -3.99591 0.054 0.054 -0.071
H 1.73602 0.28615 -4.98347 0.053 -0.029 -0.019
H 2.56548 1.80145 -5.41992 -0.002 0.035 -0.023
C 3.27379 -5.94478 1.13373 -0.650 -0.140 -0.240
C 2.24259 -4.96243 1.69790 0.115 -0.639 0.102
O 2.46120 -3.80403 0.98611 -0.058 0.231 -0.068
C 3.62371 -3.89479 0.25769 -0.091 -0.312 0.146
O 4.06913 -3.00497 -0.36416 0.280 0.397 -0.280
O 4.14184 -5.13306 0.35994 0.128 0.154 0.309
F 2.43517 -4.71510 3.03788 0.097 -0.043 -0.087
H 2.77967 -6.63680 0.44950 0.018 -0.093 0.109
H 3.79053 -6.49403 1.91426 0.225 0.147 0.015
H 1.22020 -5.32009 1.58298 -0.095 0.211 0.051
C -1.13789 6.30797 -0.16434 0.001 -0.391 0.135
C -0.78785 5.44265 -1.35748 -0.052 0.084 0.978
O 0.04585 6.33018 -2.05004 -0.032 -0.409 -0.780
C -0.44830 7.58794 -1.85733 -0.659 -0.034 0.781
O -0.21243 8.53858 -2.49990 0.470 0.560 -0.676
O -1.27646 7.58443 -0.77937 0.250 -0.092 0.120
F -1.90984 5.16623 -2.09275 0.156 -0.041 -0.149
H -0.27836 6.30759 0.51458 -0.125 0.068 0.071
H -2.03601 6.02063 0.37155 -0.166 0.108 -0.151
H -0.28161 4.51304 -1.10448 0.189 0.027 -0.272
C -1.71658 -6.92988 -0.54744 0.429 0.552 -0.034
C -2.14148 -5.55469 -0.07293 -0.276 -0.782 0.458
O -1.28588 -4.70811 -0.75737 -0.045 0.208 0.322
C -0.11485 -5.39308 -0.99676 -0.930 -0.290 0.165
O 0.86822 -4.87951 -1.37259 1.027 0.348 -0.234
O -0.29770 -6.70064 -0.74257 -0.243 -0.300 0.006
F -1.88041 -5.49953 1.30034 0.109 0.307 -0.367
H -2.14070 -7.18830 -1.51565 -0.192 -0.109 0.094
H -1.89212 -7.67622 0.21645 0.172 -0.193 -0.066
H -3.18421 -5.28884 -0.18483 0.007 0.218 -0.321
C -4.10101 -1.80107 -0.03487 -0.268 1.071 -0.115
Cl -5.29627 -0.49040 0.15858 0.094 0.095 0.212
Cl -4.95111 -3.25297 -0.54940 0.317 -0.249 0.046
H -3.40949 -1.42779 -0.78002 0.043 -0.400 -0.217
H -3.58220 -1.90204 0.91042 -0.167 -0.449 0.096
C -5.23852 2.47747 2.75685 -0.232 -0.081 -0.417
Cl -6.91687 2.18850 2.26074 0.020 0.004 0.179
Cl -4.92962 4.18163 3.09451 0.067 0.041 0.057
H -5.01214 1.89037 3.63530 -0.057 -0.007 0.101
H -4.63478 2.17795 1.91063 0.142 -0.034 0.058
```
Forces are in eV/Å.

Calculated values
Net charge   0
Structure (SMILES)   O=C1OC[C@@H](F)O1.O=C1OC[C@@H](F)O1.O=C1OC[C@@H](F)O1.COC(=O)OC.COC(=O)OC.COC(=O)OC.ClCCl.ClCCl
HOMO energy   -10.5 eV
Maximum force   1.1 eV/Å
Orbital gap   10.536 eV

=====

Record 3
Entry from OMol25: C20H31CuO4SSi as an isolated structure (ωB97M-V/def2-TZVPD).

```
58
Properties=species:S:1:pos:R:3:forces:R:3
Cu -0.43002 0.05778 0.55821 -0.046 0.195 0.060
C -2.88818 -0.87399 1.21153 -0.048 -0.071 -0.011
C -3.62429 0.11273 0.62522 -0.006 -0.034 -0.035
C -3.13064 1.39889 1.09149 0.021 0.025 0.055
C -2.10935 1.19165 1.98265 -0.066 0.008 0.019
C -1.88181 -0.24475 2.04960 0.128 -0.030 0.156
C -1.21304 -0.97841 3.17956 -0.087 0.025 -0.005
C -1.35029 2.23209 2.75620 -0.019 -0.052 -0.038
C -3.58701 2.71171 0.54508 0.017 -0.047 -0.007
C -4.65173 -0.02516 -0.44944 0.053 0.037 0.017
C -3.00503 -2.35876 1.05914 0.013 0.059 0.005
H -1.97263 -1.38207 3.86007 0.010 0.021 0.030
H -0.54930 -0.32937 3.74630 0.026 -0.009 -0.001
H -0.61722 -1.82163 2.82285 -0.021 -0.005 0.018
H -1.91782 2.58599 3.62326 0.011 -0.008 0.014
H -1.12286 3.10170 2.13571 0.002 0.011 0.012
H -0.40092 1.83378 3.11233 0.010 0.019 0.003
H -3.16158 2.86662 -0.45323 -0.029 0.025 -0.002
H -3.27210 3.54152 1.17875 0.006 0.009 -0.009
H -4.67455 2.75659 0.44621 -0.006 0.004 0.002
H -5.55701 0.54611 -0.22431 -0.005 0.002 -0.009
H -4.94099 -1.06466 -0.60249 -0.003 -0.005 -0.007
H -4.24815 0.35487 -1.39471 -0.033 -0.010 -0.012
H -3.35358 -2.83221 1.98344 0.006 -0.006 0.007
H -2.03561 -2.80244 0.81737 -0.013 -0.028 0.000
H -3.69885 -2.62784 0.26302 0.002 -0.008 -0.001
C 0.76325 -1.30393 -2.71819 -0.084 0.029 0.009
Si -0.98598 -0.62630 -2.47793 -0.040 -0.176 -0.420
C -2.13777 -2.13040 -2.47542 0.069 0.066 0.010
C -1.42296 0.38874 -4.01839 0.036 -0.077 0.079
O -1.14179 0.27842 -1.17568 0.259 0.122 0.280
H 0.84419 -1.94679 -3.59974 -0.029 0.009 -0.010
H 1.04090 -1.89106 -1.83899 0.028 -0.006 0.010
H 1.48592 -0.48968 -2.82527 -0.011 0.005 0.018
H -2.02442 -2.72937 -3.38411 0.017 0.014 -0.009
H -3.18495 -1.82506 -2.40068 0.014 0.007 0.017
H -1.91529 -2.77223 -1.61924 -0.010 -0.005 -0.017
H -1.35651 -0.20638 -4.93415 0.003 -0.004 0.006
H -0.74602 1.24115 -4.11751 -0.002 0.004 0.004
H -2.44105 0.77977 -3.94251 -0.004 0.000 0.009
C 7.02715 1.37558 -0.99311 -0.023 -0.002 0.011
C 5.79939 0.80377 -0.33489 -0.016 -0.031 -0.056
C 4.91682 -0.00618 -1.04019 0.074 0.048 0.005
C 3.77310 -0.51432 -0.43908 -0.098 -0.024 0.032
C 3.50499 -0.21272 0.88380 -0.091 -0.045 0.044
C 4.37770 0.58763 1.60684 0.102 0.073 0.044
C 5.51500 1.09205 0.99892 -0.070 -0.039 0.020
S 2.03862 -0.82347 1.69581 0.204 -0.285 -0.228
O 1.38596 -1.72850 0.75648 0.154 -0.189 0.020
O 2.49224 -1.38623 2.94477 -0.075 0.038 -0.014
O 1.18498 0.37477 1.86555 -0.356 0.341 -0.107
H 7.24132 0.87233 -1.93574 -0.002 -0.005 0.001
H 7.90056 1.27680 -0.34673 0.011 0.009 -0.008
H 6.89352 2.43866 -1.20620 0.012 0.002 0.000
H 5.12290 -0.24582 -2.07736 0.009 0.004 -0.001
H 3.08516 -1.14182 -0.98833 -0.010 -0.009 -0.007
H 4.16224 0.80366 2.64553 0.005 -0.001 -0.005
H 6.19538 1.71621 1.56788 0.005 0.002 0.000
```
Forces are in eV/Å.

Calculated values
Spin multiplicity   2
Net charge   -1
Expectation value of S²   0.763
HOMO energy (alpha / beta)   -4.3 / -4.3 eV
Maximum force   0.5 eV/Å
Orbital gap (alpha / beta)   7.068 / 6.479 eV

=====

- Which value of net charge does entry 1 give?
  0

=====

- Which formula does entry 1 have?
  C20H31Cl39FNO2Si2

=====

- Number 3 is which compound?
  C20H31CuO4SSi

=====

- Which value of net charge does entry 1 give?
  0